# 1
# C4H3NO

A 2-piece molecular cluster, C4H3NO overall in a non-equilibrium geometry (ωB97M-V/def2-TZVPD, the OMol25 dataset).

The geometry in XYZ format:
```
9
C4H3NO (ωB97M-V/def2-TZVPD)
C -0.884 -0.067 -1.449
C -0.710 1.369 0.566
C -0.065 -1.001 -1.180
C 0.943 -1.057 -0.149
N -0.920 2.116 1.416
O 1.969 -1.698 -0.200
H -0.054 -1.981 -1.755
H 0.533 -0.466 0.657
H -0.812 2.785 2.093
```

Values from the calculation:
- multiplicity = 1
- energy (a.u.) = -283.999866
- M (g mol⁻¹) = 81.074
- energy above the lowest of the compared OMol25 structures with the same formula, charge and spin (kcal/mol) = 108.7
- Kohn-Sham gap (eV) = 10.15


# 2
# C5H12NO

A 2-piece molecular cluster, C5H12NO overall in a non-equilibrium geometry (ωB97M-V/def2-TZVPD, the OMol25 dataset).

The geometry in XYZ format:
```
19
C5H12NO (ωB97M-V/def2-TZVPD)
C -2.258 1.963 0.962
C 0.124 2.411 0.780
N -0.854 1.602 0.636
H -2.478 1.257 1.745
H -2.882 1.781 0.036
H -2.238 3.051 1.233
H -0.063 3.360 1.292
H 1.081 2.091 0.384
H -0.810 0.550 0.273
O -1.189 -0.708 -0.577
C -0.358 -1.589 -0.573
C 1.129 -1.353 -0.373
C 1.992 -2.361 -1.161
H -0.657 -2.623 -0.727
H 1.387 -1.248 0.703
H 1.372 -0.304 -0.645
H 1.727 -3.403 -0.888
H 3.071 -2.212 -0.860
H 1.904 -2.266 -2.240
```

Values from the calculation:
- multiplicity = 1
- total charge = +1
- energy (a.u.) = -327.414185
- M (g mol⁻¹) = 102.157
- energy above the lowest of the compared OMol25 structures with the same formula, charge and spin (kcal/mol) = 28.5
- Kohn-Sham gap (eV) = 10.12


# 3
# C6H16N

A 2-piece molecular cluster, C6H16N overall in a non-equilibrium geometry (ωB97M-V/def2-TZVPD, the OMol25 dataset).

The geometry in XYZ format:
```
23
C6H16N (ωB97M-V/def2-TZVPD)
C -0.215 -0.944 2.543
N 0.491 -0.653 1.236
C 1.365 0.530 1.358
H -1.142 -1.443 2.374
H 0.390 -1.545 3.221
H -0.285 0.026 3.013
H -0.143 -0.401 0.462
H 1.040 -1.469 0.910
H 0.704 1.426 1.388
H 1.987 0.540 0.509
H 1.966 0.411 2.302
C 0.947 -0.420 -2.422
C 0.044 0.661 -1.833
C -1.257 0.257 -1.222
C -1.865 0.794 -0.159
H 0.383 -1.103 -3.095
H 1.818 -0.060 -3.002
H 1.295 -1.192 -1.688
H -0.234 1.371 -2.603
H 0.642 1.217 -1.132
H -1.753 -0.643 -1.576
H -2.880 0.616 0.248
H -1.347 1.552 0.428
```

Values from the calculation:
- multiplicity = 1
- total charge = +1
- energy (a.u.) = -292.669162
- M (g mol⁻¹) = 102.201
- energy above the lowest of the compared OMol25 structures with the same formula, charge and spin (kcal/mol) = 34.6
- Kohn-Sham gap (eV) = 10.81


# 4
# C7H14

One molecule with the formula C7H14 in a non-equilibrium geometry (ωB97M-V/def2-TZVPD, the OMol25 dataset).

The geometry in XYZ format:
```
21
C7H14 (ωB97M-V/def2-TZVPD)
C 0.321 0.732 2.547
C -0.341 0.181 1.535
C -1.794 -0.194 1.726
C 0.311 -0.291 0.280
C -0.099 0.629 -0.904
C 0.090 -0.101 -2.255
C 1.443 -0.776 -2.453
H -0.122 1.029 3.487
H 1.386 0.925 2.499
H -2.422 -0.025 0.849
H -2.129 0.411 2.565
H -1.945 -1.255 1.938
H 1.384 -0.502 0.246
H -0.009 -1.313 0.020
H 0.563 1.495 -0.918
H -1.147 0.871 -0.806
H -0.202 0.556 -3.072
H -0.656 -0.906 -2.251
H 1.644 -0.983 -3.505
H 2.258 -0.162 -2.071
H 1.504 -1.761 -1.984
```

Values from the calculation:
- multiplicity = 1
- energy (a.u.) = -275.080167
- M (g mol⁻¹) = 98.189
- energy above the lowest of the compared OMol25 structures with the same formula, charge and spin (kcal/mol) = 22.6
- SMILES = C=C(C)CCCC
- Kohn-Sham gap (eV) = 10.30


# 5
# C3H5NO2S

One molecule with the formula C3H5NO2S in a non-equilibrium geometry (ωB97M-V/def2-TZVPD, the OMol25 dataset).

The geometry in XYZ format:
```
12
C3H5NO2S (ωB97M-V/def2-TZVPD)
C 2.064 -0.587 0.087
S 2.040 1.241 0.004
C 0.334 1.353 -0.108
N -0.368 0.309 -0.135
O -1.758 0.539 -0.021
C -2.532 -0.550 -0.145
O -3.735 -0.467 -0.263
H 3.161 -0.796 0.093
H 1.420 -0.943 -0.661
H 1.512 -0.960 0.964
H -0.020 2.450 0.142
H -2.119 -1.589 0.043
```

Values from the calculation:
- multiplicity = 1
- energy (a.u.) = -720.646895
- M (g mol⁻¹) = 119.145
- energy above the lowest of the compared OMol25 structures with the same formula, charge and spin (kcal/mol) = 62.5
- SMILES = CS/C=N/OC=O
- Kohn-Sham gap (eV) = 10.03